Entry w
# BeCl4

BeCl4 as an isolated structure (ωB97M-V with the def2-TZVPD basis set, OMol25).

Properties
**Highest occupied orbital energy**: -2.50 eV
**Orbital gap**: 0.24740 Eh

The geometry in ORCA input format:
```
! wB97M-V def2-TZVPD RIJCOSX def2/J DEFGRID3
* xyz -2 1
Cl 2.038 -1.203 1.982
Cl -2.201 -1.115 0.757
Cl 1.354 -0.691 -2.145
Cl -1.429 2.519 -0.958
Be 0.238 0.490 0.364
*
```

Entry x
# BeCl4

BeCl4 as an isolated structure (ωB97M-V with the def2-TZVPD basis set, OMol25).

Properties
**Highest occupied orbital energy**: -2.35 eV
**Orbital gap**: 0.27699 Eh

The geometry in ORCA input format:
```
! wB97M-V def2-TZVPD RIJCOSX def2/J DEFGRID3
* xyz -2 1
Cl -13.876 -3.428 -7.553
Cl -12.744 -0.072 -10.213
Cl -13.255 -3.671 -11.780
Cl -16.556 -0.722 -8.492
Be -14.638 -2.125 -9.919
*
```

Best to worst by energy: entry x, entry w.

Entry w
# C5H9ClN2O2S

A 2-piece molecular cluster, C5H9ClN2O2S overall (ωB97M-V with the def2-TZVPD basis set, OMol25).

Properties
**Highest occupied orbital energy**: -8.75 eV
**Orbital gap**: 0.34090 Eh

The geometry in ORCA input format:
```
! wB97M-V def2-TZVPD RIJCOSX def2/J DEFGRID3
* xyz 0 1
Cl -0.929 -2.868 1.715
S -0.600 -0.953 1.151
O -1.917 -0.472 0.925
O 0.263 -0.487 2.173
N -0.822 1.925 -0.556
N 0.085 1.447 0.064
C 1.747 -1.324 -0.136
C 0.821 2.243 1.011
C -0.394 -1.759 -1.493
C 0.441 -1.329 -0.291
C -1.503 2.198 -1.457
H 1.895 1.939 0.978
H -2.522 2.289 -1.602
H 0.778 3.297 0.831
H 0.485 1.991 1.997
H 2.285 -1.623 -1.008
H 0.052 -1.881 -2.417
H -1.087 -2.681 -1.194
H -1.093 -0.886 -1.561
H 2.014 -1.066 0.870
*
```

Entry x
# C5H9ClN2O2S

C5H9ClN2O2S as an isolated structure (ωB97M-V with the def2-TZVPD basis set, OMol25).

Properties
**Highest occupied orbital energy**: -8.90 eV
**Orbital gap**: 0.34928 Eh

The geometry in ORCA input format:
```
! wB97M-V def2-TZVPD RIJCOSX def2/J DEFGRID3
* xyz 0 1
Cl 2.461 0.162 -1.471
S 1.828 -2.238 0.188
O 1.616 2.312 0.930
O 2.248 0.387 1.698
N 1.776 1.134 0.902
N 0.577 -1.039 -0.100
C -1.726 -0.567 -0.403
C -0.057 1.251 -0.894
C -1.405 0.916 -0.295
C -0.669 -1.319 0.448
C 0.990 0.214 -0.507
H 0.350 2.291 -0.531
H -2.112 1.580 -0.895
H -1.623 1.008 0.806
H -0.881 -2.473 0.540
H 1.994 -2.171 1.534
H -0.695 -1.013 1.494
H -0.313 1.346 -1.916
H -1.597 -1.134 -1.440
H -2.764 -0.646 -0.089
*
```

Best to worst by energy: entry x, entry w.

Entry w
# C6H9N2

C6H9N2 as an isolated structure (ωB97M-V with the def2-TZVPD basis set, OMol25).

Properties
**Highest occupied orbital energy (spin up / spin down)**: -13.34 / -13.35 eV
**Orbital gap (spin up / spin down)**: 0.29635 / 0.30050 Eh

The geometry in ORCA input format:
```
! wB97M-V def2-TZVPD RIJCOSX def2/J DEFGRID3
* xyz 1 1
N 0.878 -0.684 -1.174
N -0.857 0.845 1.069
C -0.499 -0.112 -0.735
C 1.267 -0.422 0.234
C -1.310 1.542 2.339
C -1.138 1.022 -0.340
C 0.043 -0.020 0.597
C 1.036 -2.067 -1.538
H 0.237 -2.483 -0.967
H 2.001 -2.341 -1.103
H -1.704 2.575 2.249
H 1.205 0.012 -1.817
H 0.928 -2.162 -2.563
H -0.362 1.484 2.935
H 2.163 -0.521 0.673
H -2.232 2.530 -1.116
H -2.037 0.912 2.926
*
```

Entry x
# C6H9N2

An isolated ion of composition C6H9N2 and charge +1 (ωB97M-V with the def2-TZVPD basis set, OMol25).

Properties
**Highest occupied orbital energy**: -14.09 eV
**SMILES string**: CC1=CC=C(C)[N+]1=N
**Orbital gap**: 0.29394 Eh

The geometry in ORCA input format:
```
! wB97M-V def2-TZVPD RIJCOSX def2/J DEFGRID3
* xyz 1 1
N -0.833 -1.488 0.027
N -0.258 -0.452 0.078
C -2.252 0.473 -1.410
C 1.098 1.199 0.161
C -0.801 0.644 -0.952
C 0.077 1.582 -0.819
C 1.783 -0.929 1.579
C 0.923 -0.005 0.699
H 1.186 -1.210 2.442
H 0.258 2.504 -1.307
H -2.635 1.497 -1.837
H -2.430 -0.324 -2.046
H 2.746 -0.320 1.901
H -0.246 -2.251 0.476
H 1.981 1.924 0.369
H -2.705 0.294 -0.399
H 2.106 -1.733 0.992
*
```

Entry y
# C6H9N2

A 2-piece molecular cluster, C6H9N2 overall (ωB97M-V with the def2-TZVPD basis set, OMol25).

Properties
**Highest occupied orbital energy (spin up / spin down)**: -14.40 / -14.40 eV
**Orbital gap (spin up / spin down)**: 0.27330 / 0.27364 Eh

The geometry in ORCA input format:
```
! wB97M-V def2-TZVPD RIJCOSX def2/J DEFGRID3
* xyz 1 1
N 1.869 -1.583 0.073
N 0.106 -0.226 -0.123
C -0.648 -0.988 -2.275
C -1.226 1.443 0.378
C -1.647 0.858 -0.819
C 0.947 0.857 1.819
C -0.107 0.683 0.794
C -0.798 -0.238 -1.129
H 1.987 -1.753 1.113
H 0.235 -1.554 -2.277
H 1.153 -2.418 -0.171
H 0.889 1.866 2.114
H -1.299 -0.970 -3.109
H -2.486 1.093 -1.348
H 1.933 0.504 1.289
H -1.736 2.238 0.936
H 0.828 0.188 2.735
*
```

Entry z
# C6H9N2

An isolated ion of composition C6H9N2 and charge +1 (ωB97M-V with the def2-TZVPD basis set, OMol25).

Properties
**Highest occupied orbital energy (spin up / spin down)**: -13.67 / -14.32 eV
**Orbital gap (spin up / spin down)**: 0.29066 / 0.34764 Eh

The geometry in ORCA input format:
```
! wB97M-V def2-TZVPD RIJCOSX def2/J DEFGRID3
* xyz 1 1
N 2.135 0.179 -0.327
N -0.004 -0.656 -0.119
C 0.087 1.727 -0.773
C 1.410 -0.923 -0.615
C -0.633 0.703 -0.451
C -2.114 0.659 -0.572
C 1.923 -0.695 0.797
C 0.461 -0.587 1.328
H -0.756 -1.311 -0.248
H -2.442 1.470 -1.287
H -2.642 1.102 0.403
H 0.301 0.396 1.773
H 1.863 -1.690 -1.245
H 0.082 -1.317 2.132
H -2.559 -0.326 -0.807
H 0.306 2.560 -1.324
H 2.580 -1.290 1.335
*
```

Best to worst by energy: entry x, entry y, entry z, entry w.

Entry w
# C2H2NO3

C2H2NO3 as an isolated structure (ωB97M-V with the def2-TZVPD basis set, OMol25).

Properties
**Highest occupied orbital energy**: -4.39 eV
**Orbital gap**: 0.27934 Eh

The geometry in ORCA input format:
```
! wB97M-V def2-TZVPD RIJCOSX def2/J DEFGRID3
* xyz -1 1
O 3.463 -0.505 -0.761
O 3.512 1.467 0.393
O 0.309 0.106 0.772
N -2.709 1.206 -0.714
C -1.960 0.884 0.103
C 3.474 0.508 -0.209
H 0.680 0.545 1.548
H -0.914 0.481 0.570
*
```

Entry x
# C2H2NO3

An isolated ion of composition C2H2NO3 and charge -1 (ωB97M-V with the def2-TZVPD basis set, OMol25).

Properties
**Highest occupied orbital energy**: -4.79 eV
**SMILES string**: O=CNC(=O)[O-]
**Orbital gap**: 0.33293 Eh

The geometry in ORCA input format:
```
! wB97M-V def2-TZVPD RIJCOSX def2/J DEFGRID3
* xyz -1 1
O 1.943 1.425 -0.552
O -0.930 -1.534 1.333
O -1.545 -1.463 -0.856
N -0.001 0.231 -0.256
C 1.003 1.006 0.128
C -1.036 -1.196 0.201
H 0.942 1.297 1.194
H -0.377 0.234 -1.191
*
```

Best to worst by energy: entry x, entry w.

Entry w
# C3H4BrNO4

One molecule with the formula C3H4BrNO4 (ωB97M-V with the def2-TZVPD basis set, OMol25).

Properties
**Highest occupied orbital energy**: -10.70 eV
**SMILES string**: O=[N+]([O-])[C@@]1(Br)COCO1
**Orbital gap**: 0.33317 Eh

The geometry in ORCA input format:
```
! wB97M-V def2-TZVPD RIJCOSX def2/J DEFGRID3
* xyz 0 1
Br 0.237 -1.358 -2.308
O -1.025 1.655 -1.850
O -2.512 0.486 -0.952
O -0.699 -0.971 0.443
O 0.846 0.446 1.344
N -1.361 0.776 -1.092
C 0.221 -0.777 1.473
C -0.361 -0.103 -0.533
C 0.962 0.633 0.029
H -0.196 -0.815 2.414
H 1.104 1.674 -0.198
H 1.840 0.031 -0.285
H 0.945 -1.678 1.516
*
```

Entry x
# C3H4BrNO4

C3H4BrNO4 as an isolated structure (ωB97M-V with the def2-TZVPD basis set, OMol25).

Properties
**Highest occupied orbital energy**: -10.11 eV
**Orbital gap**: 0.33380 Eh

The geometry in ORCA input format:
```
! wB97M-V def2-TZVPD RIJCOSX def2/J DEFGRID3
* xyz 0 1
Br -2.521 -1.050 0.056
O -0.132 -0.059 1.418
O -2.159 1.789 0.065
O -0.134 1.953 -0.721
O 1.319 -1.065 -0.050
N -1.102 1.379 -0.283
C -0.926 -0.204 -0.312
C 0.244 -0.845 -1.060
C 1.200 -0.231 1.144
H 1.741 0.799 1.049
H 0.160 -1.721 -1.703
H 1.633 -0.759 2.053
H 0.677 0.014 -1.657
*
```

Best to worst by energy: entry w, entry x.

Entry w
# C3H5IN2S

C3H5IN2S as an isolated structure (ωB97M-V with the def2-TZVPD basis set, OMol25).

Properties
**Highest occupied orbital energy (spin up / spin down)**: -8.04 / -8.04 eV
**Orbital gap (spin up / spin down)**: 0.27007 / 0.27012 Eh

The geometry in ORCA input format:
```
! wB97M-V def2-TZVPD RIJCOSX def2/J DEFGRID3
* xyz 0 1
I 0.034 2.758 -0.809
S 0.249 0.250 2.376
N 0.070 -0.209 0.659
N 1.711 0.935 2.157
C 1.014 0.513 -0.025
C -1.176 -0.696 0.168
C 1.978 1.076 0.871
H 2.883 1.707 0.531
H 1.290 0.311 -1.058
H -2.004 -0.545 1.035
H -1.570 -0.139 -0.753
H -1.159 -1.665 -0.133
*
```

Entry x
# C3H5IN2S

C3H5IN2S as an isolated structure (ωB97M-V with the def2-TZVPD basis set, OMol25).

Properties
**Highest occupied orbital energy (spin up / spin down)**: -8.69 / -8.75 eV
**Orbital gap (spin up / spin down)**: 0.27798 / 0.29815 Eh

The geometry in ORCA input format:
```
! wB97M-V def2-TZVPD RIJCOSX def2/J DEFGRID3
* xyz 0 1
I -3.170 -0.036 0.217
S 0.495 1.145 0.383
N -0.262 -1.142 -0.809
N -1.767 0.389 -1.040
C -1.043 1.535 -0.570
C 1.627 -1.301 0.634
C 0.542 -0.565 -0.029
H -1.466 2.309 0.073
H -0.536 2.058 -1.371
H 1.922 -0.775 1.614
H 2.498 -1.374 0.033
H 1.160 -2.244 0.865
*
```

Best to worst by energy: entry w, entry x.